Entry 1:
{"formula": "CH2OS2", "method": "the ωB97M-V functional and the def2-TZVPD basis", "elements": ["O", "C", "S", "S", "H", "H"], "xyz": [[1.451, 0.176, 0.089], [0.142, 0.019, 0.019], [-0.658, 0.409, -1.481], [-0.744, -0.796, 1.293], [1.807, 0.863, -0.537], [-1.999, -0.672, 0.617]], "atomic_forces_ev_per_a": [[0.4584, 0.4907, 1.2144], [-1.6911, 0.4800, -4.0885], [1.0907, -0.2184, 2.4066], [-0.7129, 0.4516, -0.6978], [-1.0047, -1.0640, 0.3606], [1.8596, -0.1398, 0.8048]], "e_above_lowest_ev": 0.776, "energy_ev": -24786.4999}

=====

Entry 2:
{"formula": "C14H28N2O7V", "method": "the ωB97M-V functional and the def2-TZVPD basis", "elements": ["V", "C", "C", "O", "O", "H", "H", "H", "C", "C", "O", "H", "H", "H", "H", "H", "C", "C", "O", "N", "C", "H", "H", "H", "H", "H", "H", "H", "C", "C", "O", "N", "C", "H", "H", "H", "H", "H", "H", "H", "O", "C", "O", "C", "C", "C", "H", "H", "H", "H", "H", "H"], "xyz": [[-17.611, 5.909, -9.660], [-16.959, 2.264, -7.975], [-17.160, 3.569, -8.687], [-16.425, 4.556, -8.381], [-18.023, 3.688, -9.602], [-17.712, 1.524, -8.233], [-16.952, 2.420, -6.896], [-15.981, 1.863, -8.251], [-18.536, 9.323, -10.480], [-19.458, 8.182, -10.917], [-18.906, 6.940, -11.002], [-19.164, 10.175, -10.195], [-17.879, 9.633, -11.303], [-17.933, 9.012, -9.631], [-19.939, 8.486, -11.866], [-20.301, 8.182, -10.176], [-14.001, 7.477, -8.286], [-15.178, 8.025, -9.049], [-16.269, 7.467, -8.988], [-15.015, 9.122, -9.804], [-13.874, 10.020, -9.793], [-14.283, 6.533, -7.831], [-13.702, 8.161, -7.484], [-13.120, 7.339, -8.916], [-15.846, 9.440, -10.283], [-13.295, 9.931, -10.720], [-13.203, 9.834, -8.961], [-14.208, 11.055, -9.724], [-20.321, 7.837, -7.081], [-20.058, 6.388, -7.419], [-19.096, 6.040, -8.081], [-20.915, 5.487, -6.899], [-20.824, 4.070, -7.190], [-19.753, 8.490, -7.736], [-19.961, 7.992, -6.059], [-21.374, 8.104, -7.154], [-21.639, 5.842, -6.301], [-20.952, 3.494, -6.271], [-19.849, 3.852, -7.610], [-21.623, 3.775, -7.871], [-16.232, 5.845, -11.344], [-15.336, 6.050, -12.102], [-14.964, 7.300, -12.455], [-13.759, 7.242, -13.243], [-13.762, 5.857, -13.899], [-14.512, 5.020, -12.856], [-12.900, 7.388, -12.584], [-13.795, 8.062, -13.956], [-12.753, 5.493, -14.077], [-14.321, 5.872, -14.831], [-13.839, 4.525, -12.154], [-15.169, 4.272, -13.291]], "atomic_forces_ev_per_a": [[-0.7143, 0.3085, -0.4407], [0.0884, -0.3421, 0.1611], [0.0102, 0.6358, -0.7011], [-0.0807, -0.0692, 0.1088], [-0.0858, -0.0964, 0.2481], [-0.0871, 0.1000, -0.0832], [0.0237, 0.0534, -0.0193], [0.0057, 0.0484, 0.0311], [-0.1581, 0.1373, -0.2866], [-0.6817, -0.3303, 0.5148], [1.0327, -0.4597, 0.3870], [0.1978, 0.1223, -0.0132], [0.0478, -0.0426, 0.0819], [0.0014, 0.0215, 0.1510], [0.0682, -0.0249, -0.0435], [0.0666, 0.1023, -0.1088], [0.2947, 0.1617, 0.2699], [-0.0724, -0.2149, 0.0486], [-0.1171, 0.0784, 0.0153], [0.2239, 0.4577, 0.2576], [0.1104, 0.0027, -0.4754], [-0.1223, -0.0612, -0.1160], [-0.0865, 0.0005, -0.0639], [-0.1062, 0.0027, -0.0854], [-0.0611, -0.1593, -0.0115], [-0.0134, -0.0283, 0.0872], [-0.0968, -0.1343, 0.0872], [-0.0863, -0.0294, 0.0627], [0.2000, -0.0387, 0.2178], [-0.1013, 0.2430, -0.0051], [0.4792, -0.1168, -0.2767], [0.1444, 0.2726, -0.0188], [-0.4059, -0.1557, 0.4566], [0.0698, -0.1392, -0.1328], [-0.1766, 0.1196, -0.0321], [-0.0360, -0.0872, 0.1116], [-0.1257, -0.1255, -0.0691], [0.0771, 0.0603, -0.0063], [0.0016, 0.0261, -0.2227], [0.1818, -0.0584, -0.1867], [0.0320, -0.2799, 0.4173], [-0.0836, -0.0596, -0.5599], [0.2925, -0.1447, 0.1489], [-0.0756, -0.0226, -0.2605], [-0.0639, -0.0050, 0.4593], [0.1171, 0.2910, -0.1116], [-0.0403, -0.0556, 0.0295], [-0.0339, 0.0074, 0.0173], [-0.0042, 0.0261, -0.1336], [0.0698, 0.0641, -0.0674], [-0.0578, 0.0003, 0.0394], [-0.0623, -0.0621, 0.1217]], "e_above_lowest_ev": 0.000, "spin_multiplicity": 4, "energy_ev": -57975.4243}

=====

Entry 3:
{"formula": "C22H31N2O5P", "method": "the ωB97M-V functional and the def2-TZVPD basis", "elements": ["C", "C", "C", "O", "P", "O", "O", "C", "C", "C", "C", "N", "C", "C", "C", "C", "C", "C", "C", "C", "C", "C", "C", "C", "C", "N", "O", "O", "C", "C", "H", "H", "H", "H", "H", "H", "H", "H", "H", "H", "H", "H", "H", "H", "H", "H", "H", "H", "H", "H", "H", "H", "H", "H", "H", "H", "H", "H", "H", "H", "H"], "xyz": [[-0.201, 3.112, 2.497], [0.611, 1.883, 2.885], [0.932, 1.013, 1.676], [-0.261, 0.442, 1.143], [-0.409, -1.159, 1.033], [0.700, -1.891, 1.638], [-1.786, -1.534, 1.751], [-3.092, -1.147, 1.350], [-3.353, 0.347, 1.507], [-3.293, 0.775, 2.967], [-0.612, -1.461, -0.811], [0.716, -1.527, -1.378], [1.491, -0.363, -1.356], [0.987, 0.862, -1.787], [1.787, 1.988, -1.789], [3.114, 1.934, -1.378], [3.976, 3.172, -1.341], [3.420, 4.180, -0.331], [4.098, 3.804, -2.729], [3.621, 0.703, -0.982], [2.828, -0.427, -0.969], [-1.355, -2.743, -1.015], [-2.435, -2.808, -1.893], [-3.126, -3.990, -2.070], [-2.731, -5.117, -1.360], [-3.452, -6.352, -1.538], [-3.051, -7.330, -0.943], [-4.418, -6.338, -2.271], [-1.655, -5.070, -0.481], [-0.970, -3.883, -0.314], [-0.453, 3.697, 3.378], [-1.121, 2.812, 2.003], [0.368, 3.740, 1.815], [0.060, 1.283, 3.612], [1.554, 2.188, 3.341], [1.615, 0.206, 1.957], [1.388, 1.613, 0.884], [-3.266, -1.456, 0.313], [-3.759, -1.719, 2.002], [-2.604, 0.892, 0.930], [-4.339, 0.565, 1.091], [-2.326, 0.512, 3.390], [-4.068, 0.274, 3.543], [-3.432, 1.849, 3.059], [-1.153, -0.629, -1.267], [1.229, -2.307, -0.977], [-0.034, 0.944, -2.128], [1.362, 2.925, -2.118], [4.978, 2.878, -1.011], [2.429, 4.516, -0.628], [3.350, 3.728, 0.656], [4.071, 5.049, -0.269], [3.132, 4.155, -3.082], [4.481, 3.077, -3.442], [4.779, 4.652, -2.698], [4.652, 0.628, -0.666], [3.238, -1.371, -0.642], [-2.732, -1.927, -2.444], [-3.962, -4.059, -2.748], [-1.375, -5.962, 0.059], [-0.144, -3.829, 0.377]], "atomic_forces_ev_per_a": [[0.1180, -0.1860, 0.1795], [-0.1506, -0.0502, -0.4298], [0.7974, 0.2788, 0.5636], [-0.6698, -0.9034, -0.2746], [-0.8946, 0.9652, -0.0877], [0.4416, -0.4636, -0.0689], [0.8306, 0.1086, -0.0479], [-0.6030, 0.2940, -0.2706], [0.1053, -0.2535, 0.2048], [0.0487, 0.0190, -0.2470], [-0.0965, 0.2686, 0.9926], [0.1990, -0.4590, -0.2104], [0.4758, 0.3451, -0.2166], [-0.0402, -0.0963, 0.0062], [0.0468, -0.0396, 0.0457], [0.2301, -0.0572, 0.0721], [-0.1219, 0.1659, -0.0634], [0.2371, -0.1433, -0.0641], [0.1544, -0.1219, 0.1971], [-0.0639, 0.1484, -0.0561], [-0.2280, -0.1133, 0.0041], [-0.2106, -0.3089, -0.2343], [0.2375, -0.0288, 0.1579], [-0.1269, -0.3565, 0.0092], [0.6790, 1.1875, 0.1674], [-0.3101, -0.4914, -0.0662], [0.0606, -0.2390, 0.1161], [-0.2117, -0.0504, -0.1565], [-0.2212, -0.2774, -0.1442], [-0.1440, 0.0561, -0.2098], [-0.0795, 0.1245, 0.0273], [-0.1604, 0.0305, -0.0699], [0.0260, 0.1169, -0.0980], [0.0730, -0.0446, 0.0921], [0.0412, -0.0562, 0.0499], [-0.0426, 0.1517, -0.0872], [-0.0182, -0.0690, 0.0252], [-0.0111, -0.0467, 0.1110], [0.0300, 0.0480, -0.1647], [-0.1152, 0.0900, -0.0856], [0.0115, -0.0184, -0.0840], [0.0827, 0.0247, 0.1220], [-0.0719, -0.0334, 0.1103], [-0.0052, 0.0944, 0.0897], [-0.0390, -0.0827, 0.1336], [-0.0696, 0.0978, -0.0572], [-0.1083, -0.0010, -0.0269], [-0.0526, 0.1196, -0.0452], [-0.0798, -0.0320, -0.0179], [-0.1356, 0.0543, -0.0221], [-0.0415, 0.0114, 0.1155], [0.0295, 0.1360, 0.0378], [-0.1206, 0.0571, -0.0669], [0.0226, -0.0184, -0.1149], [0.0454, 0.1206, -0.0466], [0.1125, 0.0064, 0.0331], [0.0316, -0.1106, 0.0720], [-0.0270, 0.0911, -0.0537], [-0.0195, 0.0041, -0.0088], [0.0137, -0.0183, 0.0159], [0.1091, -0.0451, 0.1460]], "e_above_lowest_ev": 0.244, "energy_ev": -45823.9008}

=====

Entry 4:
{"formula": "C4H6N2O", "method": "the ωB97M-V functional and the def2-TZVPD basis", "elements": ["C", "C", "N", "C", "C", "O", "N", "H", "H", "H", "H", "H", "H"], "xyz": [[-1.436, -0.924, 1.378], [-1.419, -0.808, -0.076], [-1.575, -0.676, -1.227], [0.793, -0.623, -0.632], [1.127, 0.806, -0.488], [2.229, 1.307, -1.133], [0.440, 1.527, 0.305], [-2.453, -1.069, 1.752], [-1.009, 0.003, 1.764], [-0.797, -1.757, 1.668], [0.780, -0.911, -1.695], [2.572, 0.700, -1.805], [0.705, 2.506, 0.199]], "atomic_forces_ev_per_a": [[0.0550, 0.0152, 0.0624], [-0.0319, 0.1845, -1.0615], [0.5222, -0.0450, 1.1357], [-0.0570, 0.1274, -0.2833], [-0.5127, -0.0562, 0.2904], [-0.0658, -0.2677, -0.0820], [0.1901, -0.0007, -0.3354], [0.1377, 0.0282, -0.1606], [-0.0401, -0.0732, 0.0380], [-0.0502, 0.0226, 0.0217], [0.0148, 0.0278, 0.1385], [-0.1926, 0.0293, 0.1386], [0.0306, 0.0078, 0.0974]], "e_above_lowest_ev": 5.003, "energy_ev": -9268.4991}

=====

Entry 5:
{"formula": "C8H14N2O4", "method": "the ωB97M-V functional and the def2-TZVPD basis", "elements": ["O", "C", "O", "C", "C", "O", "N", "C", "O", "C", "C", "C", "C", "N", "H", "H", "H", "H", "H", "H", "H", "H", "H", "H", "H", "H", "H", "H"], "xyz": [[1.066, -2.355, -1.063], [1.334, -1.179, -1.109], [1.045, -0.409, -2.211], [2.091, -0.379, -0.051], [1.939, -0.886, 1.354], [2.920, -0.290, 2.188], [1.597, 1.027, -0.094], [0.477, 1.602, 0.522], [0.611, 2.651, 1.076], [-1.008, 1.140, 0.254], [-1.551, -0.166, 0.790], [-2.704, -0.588, -0.174], [-2.469, 0.345, -1.394], [-1.167, 1.005, -1.228], [1.134, 0.567, -2.043], [3.150, -0.361, -0.393], [1.929, -1.989, 1.346], [0.936, -0.611, 1.701], [2.982, -0.813, 3.013], [2.425, 1.685, -0.077], [-1.642, 1.916, 0.586], [-1.807, -0.179, 1.863], [-0.753, -0.918, 0.662], [-3.687, -0.445, 0.292], [-2.621, -1.604, -0.480], [-3.201, 1.170, -1.506], [-2.505, -0.190, -2.328], [-0.519, 0.253, -1.496]], "atomic_forces_ev_per_a": [[0.2299, 1.2868, -0.0506], [0.0264, -0.1284, -0.7850], [0.2474, -0.6748, 0.1553], [-0.8267, 1.1698, -0.0953], [-0.3740, -1.0533, 0.4250], [0.0850, -0.7095, 0.3378], [2.2924, 0.5836, -0.7114], [-1.2426, -0.3445, -0.3550], [0.3249, 1.1068, 0.6946], [1.1986, -1.0694, -1.4458], [0.5524, -1.6125, 0.3616], [0.0476, 1.6601, 0.4474], [-0.8727, 1.1190, 0.0980], [0.4541, -0.9365, 0.4134], [0.3366, -1.0373, 0.2942], [-0.6110, -0.0321, 0.3910], [0.4827, 0.2725, 0.1215], [0.0868, 0.0609, 0.0057], [-0.0666, 0.5026, -0.7068], [-1.6969, -0.7938, 0.3982], [-0.3297, 1.2489, 0.3835], [-0.0449, 0.1979, -0.4755], [-0.3147, 0.0676, 0.1706], [0.2124, 0.0184, -0.2009], [0.1183, -0.8335, -0.0341], [-0.0200, -0.6170, 0.4000], [0.1723, -0.2272, -0.3606], [-0.4679, 0.7751, 0.1230]], "e_above_lowest_ev": 1.679, "energy_ev": -19692.6093}

=====

Entry 6:
{"formula": "C21H23ClN4O3", "method": "the ωB97M-V functional and the def2-TZVPD basis", "elements": ["O", "C", "N", "C", "C", "C", "N", "N", "C", "C", "C", "N", "C", "C", "C", "C", "C", "C", "O", "O", "C", "C", "C", "C", "C", "C", "C", "C", "Cl", "H", "H", "H", "H", "H", "H", "H", "H", "H", "H", "H", "H", "H", "H", "H", "H", "H", "H", "H", "H", "H", "H", "H"], "xyz": [[-2.250, -3.291, 1.266], [-1.883, -2.246, 0.779], [-1.395, -1.190, 1.487], [-1.199, -1.157, 2.860], [-1.693, -1.967, 3.862], [-1.130, -1.444, 5.032], [-0.360, -0.408, 4.772], [-0.395, -0.232, 3.448], [0.384, 0.839, 2.866], [-0.505, 1.958, 2.307], [0.367, 3.036, 1.643], [1.265, 2.517, 0.633], [0.573, 2.143, -0.597], [1.467, 1.492, -1.595], [1.479, 0.215, -2.079], [2.530, 0.161, -3.026], [3.085, 1.409, -3.049], [4.242, 1.963, -3.822], [5.457, 1.308, -3.538], [2.440, 2.215, -2.183], [2.136, 1.511, 1.201], [1.383, 0.326, 1.821], [-1.827, -2.028, -0.706], [-1.335, -3.083, -1.472], [-1.204, -2.973, -2.843], [-1.580, -1.800, -3.478], [-2.101, -0.751, -2.742], [-2.223, -0.867, -1.367], [-2.944, 0.463, -0.506], [-1.139, -0.359, 0.976], [-2.349, -2.803, 3.746], [-1.260, -1.781, 6.040], [0.952, 1.248, 3.711], [-1.222, 1.570, 1.583], [-1.078, 2.403, 3.122], [0.983, 3.519, 2.406], [-0.270, 3.798, 1.188], [0.180, 3.073, -1.023], [-0.275, 1.460, -0.434], [0.822, -0.587, -1.810], [2.822, -0.690, -3.607], [4.388, 3.007, -3.540], [4.026, 1.911, -4.901], [5.353, 0.365, -3.706], [2.733, 2.006, 1.973], [2.816, 1.154, 0.426], [2.091, -0.352, 2.300], [0.885, -0.227, 1.025], [-1.058, -3.991, -0.958], [-0.813, -3.800, -3.415], [-1.479, -1.702, -4.547], [-2.415, 0.159, -3.229]], "atomic_forces_ev_per_a": [[-0.0115, -0.0758, 0.0459], [0.0918, 0.1627, -0.0654], [0.2255, 0.3039, 0.0018], [-0.1303, -0.2994, 0.4983], [-0.0401, 0.0221, -0.2797], [0.0380, 0.1208, -0.3035], [0.2934, 0.2948, 0.7407], [-0.2644, -0.3804, -0.1685], [0.1433, 0.2776, -0.3276], [0.3155, 0.0957, 0.0475], [-0.1871, -0.0101, 0.0422], [0.1072, 0.1272, -0.1740], [0.2684, 0.1667, -0.0364], [-0.6753, -0.7946, 0.1351], [-0.0660, 0.5829, 0.2925], [0.3200, 0.5746, -0.1250], [0.1882, -0.7132, -0.4721], [-0.3651, 0.1534, -0.0776], [0.3883, -0.2301, 0.0880], [0.1273, 0.4333, 0.1427], [0.0354, -0.2662, 0.0216], [0.1156, 0.3280, 0.0879], [-0.0980, -0.0410, -0.1969], [-0.0135, 0.0736, 0.0803], [0.0287, -0.0190, 0.0069], [-0.0339, 0.0356, 0.0464], [0.0174, 0.0358, -0.0159], [0.0354, -0.1461, -0.0437], [-0.1597, 0.1528, -0.1012], [-0.0912, -0.2089, 0.0148], [-0.1109, -0.1498, -0.0743], [0.0045, -0.0488, 0.2237], [-0.1018, -0.1011, -0.1247], [-0.0816, -0.0394, -0.0132], [-0.0801, -0.0475, 0.0060], [-0.0680, 0.0712, 0.0339], [0.0228, 0.0556, 0.0640], [-0.1480, -0.1184, 0.0176], [0.0392, 0.0205, -0.0953], [-0.2236, -0.1279, 0.1454], [0.1222, -0.1369, -0.1844], [-0.0878, -0.0655, -0.1063], [0.0096, 0.0912, 0.2070], [-0.0041, 0.0917, 0.0295], [0.0649, -0.0358, -0.0043], [0.0562, 0.0136, 0.1026], [-0.0322, -0.0879, -0.0091], [0.0064, -0.0792, -0.0117], [0.0117, -0.0803, 0.0485], [0.0398, -0.0786, -0.0465], [0.0033, 0.0147, -0.1018], [-0.0457, 0.0820, -0.0118]], "e_above_lowest_ev": 2.633, "energy_ev": -46775.1310}